(1)
Formula: H35O17
Source: OMol25
Level of theory: the ωB97M-V functional and the def2-TZVPD basis

Charge = +1
Orbital gap = 10.5823 eV
Largest force on an atom = 2.04 eV Å⁻¹
HOMO energy = -13.08 eV
Energy above the lowest of the compared OMol25 structures with the same formula, charge and spin = 18.2 kcal/mol
Spin multiplicity = 1

Geometry as XYZ:
```
52
Properties=species:S:1:pos:R:3:nbo_charge:R:1
O 4.07 1.78 1.31 -0.9618
H 4.39 1.59 0.42 0.4843
H 4.64 1.26 1.90 0.4880
O 1.12 -4.29 2.44 -0.9714
H 1.38 -5.22 2.54 0.4939
H 0.24 -4.32 2.05 0.4890
O -2.01 2.62 -2.03 -0.9970
H -2.16 2.97 -2.93 0.4682
H -1.87 3.49 -1.58 0.5100
O 1.44 2.15 1.92 -0.9516
H 2.21 2.30 1.35 0.5083
H 1.54 1.27 2.27 0.4796
O -0.48 1.01 0.46 -1.0176
H 0.32 1.51 0.80 0.4953
O -1.81 -1.07 2.88 -0.9696
H -0.95 -1.52 2.84 0.5017
H -2.09 -1.53 3.68 0.4842
O 1.67 -2.30 -0.16 -1.0052
H 2.56 -1.96 -0.31 0.5068
H 1.75 -3.16 0.28 0.5008
O 1.06 2.50 -1.73 -0.9856
H 0.93 1.57 -1.99 0.4941
H 0.34 2.92 -2.20 0.4765
O 0.59 -0.26 -2.18 -1.0191
H -2.17 -0.36 -1.88 0.5000
H 0.93 -0.82 -1.48 0.5095
O -1.24 -2.40 -0.32 -0.9878
H -1.03 -2.47 -1.25 0.4888
H -0.47 -2.10 0.20 0.4942
O 3.85 -1.62 -1.99 -0.9899
H 4.73 -1.89 -2.23 0.4976
H 3.35 -1.14 -2.67 0.4972
O -0.75 4.37 -0.58 -0.9908
H 0.13 4.01 -0.41 0.5189
H -0.95 5.15 -0.07 0.4950
O 0.86 -1.92 3.55 -0.9875
H 1.29 -1.42 4.26 0.4822
H 1.46 -2.64 3.32 0.5053
O -3.35 -0.14 1.01 -0.8250
H -3.08 0.81 1.26 0.5435
H -2.59 -0.73 1.27 0.5603
O -0.95 -2.03 -3.27 -0.9696
H -1.65 -2.34 -3.87 0.5035
H -0.18 -2.22 -3.81 0.4969
O -2.91 0.12 -1.47 -0.9450
H -3.15 0.82 -2.08 0.5193
H -3.24 -0.07 -0.01 0.5369
O -2.91 2.37 1.22 -0.9423
H -2.23 2.41 0.50 0.5164
H -2.41 2.91 1.84 0.4947
H -0.09 0.67 -0.36 0.4722
H -0.12 -0.61 -2.73 0.5036
```

***

(2)
Formula: C44H124N6O30P2S12
Source: OMol25
Level of theory: the ωB97M-V functional and the def2-TZVPD basis

Charge = 0
Orbital gap = 8.1873 eV
Largest force on an atom = 4.70 eV Å⁻¹
HOMO energy = -8.10 eV
Energy above the lowest of the compared OMol25 structures with the same formula, charge and spin = 11.8 kcal/mol
Spin multiplicity = 1

Geometry as XYZ:
```
218
Properties=species:S:1:pos:R:3:mulliken_charge:R:1
O 1.67 -0.57 -6.21 -0.6589
S 1.96 -1.03 -4.87 1.3562
O 3.15 -0.57 -4.16 -0.5843
O 0.69 -0.88 -3.86 -0.2226
C -0.65 -0.95 -4.49 0.1109
C -1.11 0.39 -5.01 -0.7709
C 2.05 -2.81 -4.93 -0.6745
H -1.37 -1.31 -3.68 -0.8471
H -0.68 -1.67 -5.30 0.7988
H -0.58 0.81 -5.86 0.5676
H -1.01 1.02 -4.13 -0.2739
H -2.17 0.47 -5.17 0.3540
H 2.77 -3.10 -5.70 0.4446
H 1.04 -3.11 -5.22 0.2792
H 2.27 -3.26 -3.97 0.0078
O -4.24 -2.69 6.62 -0.5987
S -4.83 -3.65 5.70 1.1104
O -6.16 -3.33 5.10 -0.6238
O -3.71 -4.07 4.63 -0.1631
C -4.30 -4.32 3.22 -0.9808
C -3.95 -3.24 2.20 0.1489
C -5.11 -5.25 6.59 -1.1624
H -5.33 -4.46 3.29 0.7569
H -3.92 -5.36 3.03 0.2085
H -4.21 -3.58 1.22 0.2917
H -2.85 -3.02 2.24 -0.1495
H -4.61 -2.40 2.48 0.0440
H -5.65 -5.95 5.96 0.3489
H -5.76 -4.95 7.42 0.4018
H -4.14 -5.66 6.78 0.3437
O -3.72 -1.82 -5.74 -0.4527
S -3.24 -2.99 -6.44 1.1384
O -2.15 -2.74 -7.38 -0.6471
O -2.70 -4.02 -5.33 -0.3271
C -3.52 -4.21 -4.13 0.3194
C -2.67 -4.96 -3.12 -1.1061
C -4.50 -3.79 -7.19 -1.1844
H -4.42 -4.73 -4.40 0.4908
H -3.79 -3.24 -3.75 -0.1300
H -1.74 -4.42 -2.95 0.0486
H -2.45 -6.02 -3.34 0.4437
H -3.27 -4.94 -2.22 0.3757
H -5.36 -3.95 -6.49 0.3049
H -4.05 -4.61 -7.71 0.3994
H -4.77 -3.08 -7.94 0.4541
O -4.77 -2.63 -1.01 -0.7276
S -4.21 -1.43 -1.59 1.4413
O -2.91 -1.43 -2.18 -0.5046
O -5.22 -0.91 -2.67 -0.5214
C -4.87 0.28 -3.50 0.4973
C -5.89 0.35 -4.59 -1.5308
C -4.27 -0.19 -0.42 -0.3592
H -3.84 0.07 -3.93 0.1319
H -4.86 1.18 -2.83 0.3517
H -5.57 -0.34 -5.33 0.2426
H -5.92 1.35 -5.03 0.3072
H -6.88 0.04 -4.25 0.3496
H -3.89 0.68 -0.85 -0.4583
H -3.67 -0.53 0.39 -0.1243
H -5.22 0.08 0.02 0.6855
O 2.19 -5.03 0.58 -0.4103
S 2.80 -4.52 -0.63 0.9384
O 2.10 -4.75 -1.88 -0.6101
O 2.97 -3.03 -0.36 0.1195
C 3.17 -2.11 -1.47 0.6783
C 3.88 -0.87 -0.97 0.3664
C 4.45 -4.99 -0.74 -1.2488
H 2.19 -1.76 -1.82 -1.1167
H 3.73 -2.61 -2.25 0.8835
H 3.20 -0.39 -0.25 -0.4575
H 4.06 -0.13 -1.80 -0.7941
H 4.81 -1.07 -0.49 0.6290
H 5.00 -4.70 -1.59 0.3710
H 4.43 -6.05 -0.67 0.5008
H 4.89 -4.43 0.07 0.3195
O -7.22 1.27 3.25 -0.7414
S -5.84 0.91 3.21 1.0253
O -5.34 0.26 2.03 -0.6389
O -4.89 2.17 3.50 -0.2341
C -4.58 3.11 2.48 0.4516
C -3.62 4.09 3.05 -1.2312
C -5.44 -0.15 4.56 -0.5515
H -5.54 3.58 2.14 0.4587
H -4.11 2.57 1.63 -0.2976
H -2.72 3.61 3.42 0.1249
H -4.13 4.65 3.91 0.3904
H -3.36 4.85 2.32 0.3155
H -6.05 -1.02 4.41 0.3931
H -5.80 0.28 5.49 0.5502
H -4.39 -0.32 4.55 -0.2760
O -2.72 -7.01 1.79 -0.6784
S -1.38 -7.18 2.25 1.4284
O -1.25 -8.15 3.28 -0.7155
O -0.46 -7.56 1.08 -0.3403
C -0.62 -7.00 -0.23 0.2524
C 0.28 -7.59 -1.21 -1.1945
C -0.78 -5.63 2.81 -0.1028
H -0.34 -5.95 -0.12 0.0157
H -1.71 -7.00 -0.50 0.3364
H 0.18 -7.03 -2.14 0.3044
H -0.06 -8.63 -1.24 0.4323
H 1.35 -7.46 -0.93 0.1507
H -0.86 -4.98 1.93 0.0257
H 0.27 -5.75 3.05 -0.2968
H -1.44 -5.38 3.61 0.3879
O -1.16 -1.16 3.01 -0.4027
S -1.34 0.26 3.23 0.4273
O -2.19 0.96 2.29 -0.2196
O -2.13 0.41 4.59 0.1243
C -1.56 -0.16 5.73 0.2662
C -2.26 0.24 6.96 -1.5441
C 0.17 1.12 3.45 0.0019
H -0.47 0.18 5.83 0.1560
H -1.54 -1.25 5.70 0.1008
H -2.24 1.33 7.17 0.3233
H -1.78 -0.33 7.74 0.4502
H -3.26 -0.13 7.09 0.2558
H 0.89 0.56 4.10 0.1364
H -0.14 2.05 4.01 0.4425
H 0.46 1.29 2.41 -0.2924
O 4.04 5.82 -3.08 -0.9467
P 3.83 4.54 -3.82 0.3405
N 4.57 4.46 -5.34 0.2783
C 5.85 5.07 -5.45 -1.1353
C 3.74 4.16 -6.53 -0.7633
N 2.14 4.29 -3.96 1.1236
C 1.17 5.35 -4.16 -0.5315
C 1.67 2.91 -4.09 -0.6616
N 4.37 3.17 -3.17 0.3939
C 3.89 2.95 -1.83 -0.7534
C 5.03 2.17 -3.92 -0.8612
H 5.73 6.08 -5.15 0.3231
H 6.25 5.10 -6.45 0.3885
H 6.56 4.50 -4.91 0.3258
H 3.04 3.38 -6.18 0.1151
H 4.44 3.83 -7.29 0.3813
H 3.16 5.02 -6.77 0.2959
H 1.52 6.33 -3.94 0.4224
H 0.66 5.44 -5.18 0.2538
H 0.36 5.22 -3.42 -0.5082
H 2.51 2.15 -4.05 -0.2525
H 0.88 2.69 -3.36 -0.2111
H 1.25 2.74 -5.06 0.6672
H 3.35 2.02 -1.71 -0.2239
H 4.62 2.83 -1.05 0.7101
H 3.25 3.75 -1.50 0.1957
H 5.00 1.22 -3.34 0.1428
H 6.14 2.35 -4.06 0.2452
H 4.54 1.88 -4.85 0.2858
O 4.29 1.54 6.12 -0.9974
P 4.62 2.24 4.84 0.2760
N 5.92 3.24 5.07 0.3535
C 6.31 3.67 6.43 -0.9555
C 6.34 4.11 3.92 -1.1075
N 3.29 3.14 4.29 0.6994
C 3.26 3.82 3.00 -0.8378
C 2.39 3.65 5.36 -1.2324
N 5.06 1.22 3.63 0.4321
C 6.35 0.54 3.48 -1.2268
C 3.89 0.65 2.81 0.3899
H 7.39 3.77 6.43 0.3477
H 5.99 2.94 7.22 0.2756
H 5.89 4.67 6.74 0.2783
H 5.88 5.06 3.77 0.2915
H 6.34 3.61 2.99 0.3217
H 7.39 4.34 4.13 0.3792
H 2.19 4.02 2.68 0.3556
H 3.80 4.76 2.93 0.2364
H 3.64 3.21 2.20 0.1817
H 1.63 4.19 4.87 0.4863
H 1.95 2.84 5.95 0.2700
H 2.93 4.31 6.00 0.2879
H 6.22 -0.51 3.34 0.3888
H 6.81 1.05 2.65 0.3225
H 6.85 0.69 4.43 0.3594
H 3.00 0.48 3.36 -0.6469
H 4.26 -0.34 2.47 0.1977
H 3.67 1.36 2.05 -0.0518
C 3.38 -2.24 5.13 -0.9106
S 2.58 -2.79 3.60 1.1053
O 3.50 -2.62 2.42 -0.8064
C 2.69 -4.50 4.00 -1.1262
H 4.37 -2.72 5.20 0.3438
H 2.73 -2.50 5.98 0.3967
H 3.30 -1.18 5.07 0.0754
H 2.36 -4.68 5.04 0.4685
H 3.68 -4.85 3.78 0.3860
H 2.14 -5.20 3.40 -0.0177
C -0.75 1.00 -1.51 2.3350
S 0.79 0.35 -0.86 1.5469
O 1.10 1.22 0.34 -0.2230
C -0.02 -1.09 -0.26 -0.6746
H -1.12 0.28 -2.23 -2.0357
H -0.63 1.95 -1.94 -0.9059
H -1.44 1.00 -0.66 -0.0673
H 0.70 -1.78 0.28 0.0252
H -0.46 -1.60 -1.13 0.1310
H -0.76 -0.77 0.44 0.0219
C -4.61 4.38 -3.91 -0.6513
S -3.65 4.31 -2.47 0.2871
O -4.25 3.14 -1.77 -0.4833
C -2.08 3.85 -3.25 0.4425
H -5.56 4.90 -3.69 0.3605
H -4.72 3.34 -4.19 -0.1158
H -4.08 4.95 -4.64 0.4483
H -1.36 4.02 -2.45 -0.8639
H -1.80 4.63 -3.94 0.7451
H -2.00 2.88 -3.70 -0.2060
C 0.39 6.70 -0.97 -1.3846
S 0.40 4.99 -0.40 1.1104
O 1.27 4.89 0.81 -0.8038
C -1.22 5.02 0.37 -1.4316
H 0.17 7.29 -0.08 0.4688
H -0.44 6.73 -1.70 0.3206
H 1.28 7.02 -1.48 0.3579
H -1.35 5.74 1.17 0.6569
H -1.36 3.98 0.62 0.1525
H -1.98 5.24 -0.34 0.4945
```

***

(3)
Formula: BrHN2O2
Source: OMol25
Level of theory: the ωB97M-V functional and the def2-TZVPD basis

Charge = 0
Orbital gap = 8.3723 eV
Largest force on an atom = 3.36 eV Å⁻¹
HOMO energy = -9.84 eV
Energy above the lowest of the compared OMol25 structures with the same formula, charge and spin = 19.4 kcal/mol
Spin multiplicity = 1

Geometry as XYZ:
```
6
Properties=species:S:1:pos:R:3:nbo_charge:R:1
N 1.15 0.96 0.19 0.2767
N 0.48 -0.11 0.30 -0.1325
O 0.96 1.86 -0.64 -0.3373
O -0.86 -0.53 -0.69 -0.5645
Br -2.38 -1.22 0.02 0.3331
H 0.65 -0.96 0.83 0.4245
```

***

Number 3 is which compound? BrHN2O2

***

Which value of spin multiplicity does entry 1 give? 1

***

Look up the energy above the lowest of the compared OMol25 structures with the same formula, charge and spin of the second one. 11.8 kcal/mol